# C4H6F2S2

An isolated molecule of C4H6F2S2 (ωB97M-V/def2-TZVPD, OMol25).

Results
Structure (SMILES) ... F[C@@H]1[C@@H](S)[C@@]1(F)CS
E_HOMO ... -9.25 eV
Net charge ... 0
Energy above the lowest of the compared OMol25 structures with the same formula, charge and spin ... 217.5 kJ/mol
Strongest force on any atom ... 0.07800 hartree/bohr

```
14
Properties=species:S:1:pos:R:3:lowdin_charge:R:1
S 0.83 2.03 -0.16 0.7540
S -2.33 0.00 -0.81 0.7778
F 1.73 -1.60 -1.29 0.0045
F 0.40 -1.88 0.81 0.0153
C 0.94 -0.47 -1.03 -0.2989
C 1.30 0.31 0.16 -0.4838
C -1.38 -0.46 0.57 -0.5381
C 0.09 -0.68 0.21 -0.4625
H 0.60 0.06 -1.99 0.1593
H -1.80 -1.37 1.30 0.1660
H 2.17 -0.11 0.57 0.1130
H -1.40 0.36 1.29 0.0659
H 0.84 2.63 1.17 -0.0567
H -1.97 1.19 -0.80 -0.2159
```